(1)
ORCA calculation (the ωB97M-V functional and the def2-TZVPD basis) on a cluster of 2 separate species, C2H6N2O3 in total in a non-equilibrium geometry.

Structure (XYZ):
```
13
Properties=species:S:1:pos:R:3:mulliken_charge:R:1
O -3.608 -0.988 -0.184 -0.463
O -1.504 -0.401 0.134 -0.475
O -3.104 1.195 0.069 -0.505
N 2.376 1.046 -0.147 -0.481
N 1.138 1.206 -0.046 -0.025
C -2.796 0.035 -0.019 0.740
C 2.602 -0.344 -0.012 -0.672
H 1.739 -0.920 0.352 0.231
H 3.294 -0.717 0.604 0.368
H 0.968 2.235 -0.154 0.210
H 3.001 -0.850 -0.874 0.291
H -3.301 -1.833 0.224 0.359
H -0.804 0.337 0.053 0.423
```

## Properties
**Strongest force on any atom**: 4.69 eV Å⁻¹
**Orbital gap**: 10.629 eV
**HOMO energy**: -10.40 eV
**SMILES**: [H]/N=N/C.O=C(O)O
**ΔE to the lowest compared entry with this formula, charge and spin**: 288.1 kJ/mol

(2)
ORCA calculation (the ωB97M-V functional and the def2-TZVPD basis) on a cluster of 2 separate species, C2H6N2O3 in total in a non-equilibrium geometry.

Structure (XYZ):
```
13
Properties=species:S:1:pos:R:3:mulliken_charge:R:1
O -0.922 -0.017 -0.754 -0.599
O 2.469 -0.582 1.638 -0.574
O -3.835 1.476 -1.477 -0.603
N 0.949 0.610 0.213 -0.037
N 0.443 -1.744 0.150 -0.393
C 1.979 0.354 0.962 0.160
C 0.085 -0.461 -0.195 0.446
H 0.848 -1.657 1.002 0.224
H -0.194 -2.579 -0.264 0.294
H -3.089 1.434 -2.104 0.293
H -4.490 1.439 -2.250 0.313
H 2.444 1.405 1.153 0.247
H 0.657 1.527 0.062 0.228
```

## Properties
**Strongest force on any atom**: 7.44 eV Å⁻¹
**Orbital gap**: 10.863 eV
**HOMO energy**: -10.25 eV
**SMILES**: NC(=O)NC=O.O
**ΔE to the lowest compared entry with this formula, charge and spin**: 198.5 kJ/mol

(3)
ORCA calculation (the ωB97M-V functional and the def2-TZVPD basis) on the molecule C2H6N2O3 in a non-equilibrium geometry.

Structure (XYZ):
```
13
Properties=species:S:1:pos:R:3:mulliken_charge:R:1
O -0.029 3.161 -0.503 -0.359
O 0.485 1.413 1.358 -0.600
O 0.494 1.561 -2.004 -0.440
N 0.154 -0.321 -0.110 -0.078
N -0.271 1.824 -0.847 0.034
C 0.204 -1.421 0.804 -0.863
C 0.151 0.937 0.305 0.525
H 1.174 -1.879 1.017 0.266
H -0.079 -0.326 -1.054 0.194
H 0.556 3.276 0.193 0.296
H -0.483 -2.180 0.393 0.332
H -0.147 -1.077 1.684 0.339
H 0.092 2.144 -2.673 0.353
```

## Properties
**Strongest force on any atom**: 3.95 eV Å⁻¹
**Orbital gap**: 10.288 eV
**HOMO energy**: -9.48 eV
**SMILES**: CNC(=O)N(O)O
**ΔE to the lowest compared entry with this formula, charge and spin**: 424.9 kJ/mol

(4)
ORCA calculation (the ωB97M-V functional and the def2-TZVPD basis) on the molecule C2H6N2O3 in a non-equilibrium geometry.

Structure (XYZ):
```
13
Properties=species:S:1:pos:R:3:mulliken_charge:R:1
O -0.061 2.358 -1.586 -0.389
O 0.168 -0.360 1.323 -0.328
O 1.750 0.351 -1.731 -0.615
N -0.123 1.245 -0.715 -0.118
N 0.960 -0.582 0.173 -0.088
C 0.931 0.363 -0.823 0.396
C -0.921 -1.283 1.286 -0.462
H 1.849 -1.049 0.313 0.227
H -0.362 1.469 0.247 0.267
H -0.553 -2.311 1.213 0.251
H -0.567 2.030 -2.353 0.345
H -1.579 -1.056 0.441 0.252
H -1.493 -1.177 2.212 0.262
```

## Properties
**Strongest force on any atom**: 1.52 eV Å⁻¹
**Orbital gap**: 10.791 eV
**HOMO energy**: -10.01 eV
**SMILES**: CONC(=O)NO
**ΔE to the lowest compared entry with this formula, charge and spin**: 426.8 kJ/mol

(5)
ORCA calculation (the ωB97M-V functional and the def2-TZVPD basis) on the molecule C2H6N2OS in a non-equilibrium geometry.

Structure (XYZ):
```
12
Properties=species:S:1:pos:R:3:mulliken_charge:R:1
S -2.274 0.061 0.252 -0.169
O 2.777 0.160 0.153 -0.546
N 0.417 1.279 -0.234 -0.617
N -0.766 -0.735 -0.343 -0.405
C 0.395 0.056 -0.192 0.579
C 1.694 -0.750 -0.031 -0.551
H -0.588 -1.665 0.097 0.310
H 2.757 0.370 1.054 0.298
H 1.299 1.748 -0.028 0.279
H -2.934 0.340 -1.001 0.161
H 1.565 -1.370 0.848 0.329
H 1.976 -1.335 -0.852 0.332
```

## Properties
**Strongest force on any atom**: 3.22 eV Å⁻¹
**Orbital gap**: 9.910 eV
**HOMO energy**: -9.34 eV
**SMILES**: [H]/N=C(\CO)NS
**ΔE to the lowest compared entry with this formula, charge and spin**: 198.2 kJ/mol

(6)
ORCA calculation (the ωB97M-V functional and the def2-TZVPD basis) on a cluster of 2 separate species, C2H6N2OS in total in a non-equilibrium geometry.

Structure (XYZ):
```
12
Properties=species:S:1:pos:R:3:mulliken_charge:R:1
S 1.868 0.019 -0.344 0.655
O 1.676 -1.090 0.568 -0.486
N 2.898 1.035 0.175 -0.516
N -0.629 0.095 -0.214 -0.216
C -1.200 -1.220 -0.333 -0.809
C -1.134 1.178 0.032 -0.242
H -0.796 -1.655 0.527 0.351
H -0.757 -1.654 -1.166 0.283
H -2.324 -1.365 -0.341 0.301
H -2.220 1.382 0.155 0.248
H -0.464 2.137 -0.179 0.165
H 3.084 1.138 1.120 0.265
```

## Properties
**Strongest force on any atom**: 4.30 eV Å⁻¹
**Orbital gap**: 9.795 eV
**HOMO energy**: -9.58 eV
**ΔE to the lowest compared entry with this formula, charge and spin**: 323.2 kJ/mol

(7)
ORCA calculation (the ωB97M-V functional and the def2-TZVPD basis) on the molecule C2H6N2OS.

Structure (XYZ):
```
12
Properties=species:S:1:pos:R:3:mulliken_charge:R:1
S -1.124 1.821 -1.120 0.326
O -1.430 2.201 -2.491 -0.503
N -0.092 -0.246 -0.059 0.541
N -0.446 0.411 -1.138 -0.534
C -0.179 0.398 1.225 -0.897
C 0.807 -1.358 -0.230 -0.842
H 0.751 -1.680 -1.268 0.331
H 0.151 -0.284 2.003 0.336
H 1.841 -1.080 0.000 0.317
H -1.218 0.687 1.407 0.308
H 0.431 1.310 1.249 0.331
H 0.506 -2.179 0.421 0.285
```

## Properties
**Strongest force on any atom**: 0.59 eV Å⁻¹
**Orbital gap**: 8.536 eV
**HOMO energy**: -8.24 eV
**ΔE to the lowest compared entry with this formula, charge and spin**: 261.1 kJ/mol

(8)
ORCA calculation (the ωB97M-V functional and the def2-TZVPD basis) on the molecule C2H6N2OS in a non-equilibrium geometry.

Structure (XYZ):
```
12
Properties=species:S:1:pos:R:3:mulliken_charge:R:1
S 1.997 -0.075 -0.121 -0.374
O -1.642 1.334 0.057 -0.456
N -1.516 -1.208 -0.445 -0.601
N -0.255 1.233 0.019 -0.074
C 0.407 0.090 0.185 0.216
C -0.503 -1.089 0.560 -0.551
H -2.240 -1.895 -0.199 0.221
H -0.868 -0.760 1.534 0.305
H -1.904 0.441 -0.363 0.477
H 0.083 -1.995 0.685 0.379
H 0.146 2.081 -0.372 0.230
H -1.058 -1.521 -1.292 0.227
```

## Properties
**Strongest force on any atom**: 1.85 eV Å⁻¹
**Orbital gap**: 8.958 eV
**HOMO energy**: -8.39 eV
**SMILES**: NCC(=S)NO
**ΔE to the lowest compared entry with this formula, charge and spin**: 222.8 kJ/mol